{"formula": "Cl2H2OSi", "method": "ωB97M-V with the def2-TZVPD basis set", "relative_energy_ev": 8.1858, "elements": ["O", "Si", "Cl", "Cl", "H", "H"], "coordinates": [[1.594073, 2.778626, -1.107256], [-0.568141, -0.900564, 0.618741], [0.848914, 1.370650, -1.044509], [-0.405874, -1.861870, -1.081180], [0.266173, -1.293849, 1.731030], [-1.735146, -0.092994, 0.883175]], "forces_ev_per_angstrom": [[-0.5, -0.9, 0.3], [0.7, 1.8, 0.8], [0.3, 0.4, -0.1], [-0.1, -0.8, -1.1], [0.1, -0.4, 0.2], [-0.5, -0.1, 0.0]], "mulliken_charge": [-0.365, 0.428, 0.126, -0.118, -0.039, -0.033]}